Density functional theory data (ωB97M-V with the def2-TZVPD basis set) for a molecular structure, C35H37ClO4P2Pt.

```
80
C35H37ClO4P2Pt ωB97M-V with the def2-TZVPD basis set
Pt -1.383 -0.397 0.607
C 0.849 2.304 4.336
C 1.153 3.024 3.260
C 2.506 3.130 2.632
C 2.936 1.900 1.771
C 2.624 0.563 2.320
C 2.606 0.127 3.577
C 3.022 0.886 4.778
C 1.896 1.803 5.328
C -0.999 -0.649 2.560
H -0.203 2.279 4.655
H 0.480 3.791 2.909
H 3.326 3.343 3.346
H 2.514 3.987 1.929
H 2.388 1.942 0.810
H 4.025 1.915 1.559
H 2.338 -0.188 1.564
H 2.085 -0.811 3.826
H 3.936 1.462 4.614
H 3.270 0.157 5.573
H 1.367 1.225 6.094
H 2.438 2.611 5.873
H -0.334 0.188 2.743
H -0.321 -1.519 2.788
H -1.928 -0.581 3.148
P -1.599 0.383 -2.674
P -0.279 -2.033 -1.919
C 0.108 0.239 -3.207
C 0.736 -0.905 -2.838
C -2.569 0.951 -4.066
C -1.983 1.658 -5.112
C -2.806 2.254 -6.063
C -4.186 2.112 -5.991
C -4.763 1.349 -4.972
C -3.959 0.761 -4.004
C -1.665 1.786 -1.491
C -1.410 1.488 -0.146
C -0.990 2.350 0.825
C -1.069 3.694 0.482
C -1.472 4.086 -0.789
C -1.767 3.152 -1.778
C -0.582 -3.359 -3.250
C -1.389 -3.029 -4.347
C -1.568 -3.905 -5.407
C -0.955 -5.154 -5.372
C -0.145 -5.505 -4.297
C 0.058 -4.596 -3.260
C 0.895 -2.833 -0.784
C 0.327 -3.766 0.106
C 1.134 -4.432 1.030
C 2.511 -4.162 1.089
C 3.076 -3.240 0.200
C 2.276 -2.580 -0.745
H 0.543 1.041 -3.782
H 1.692 -1.281 -3.158
H -0.910 1.756 -5.166
H -2.373 2.816 -6.877
H -4.835 2.565 -6.739
H -5.834 1.191 -4.934
H -4.370 0.174 -3.185
H -0.817 -0.534 -0.932
H -0.703 2.024 1.821
H -0.825 4.347 1.297
H -1.585 5.136 -1.026
H -2.059 3.453 -2.774
H -1.873 -2.064 -4.384
H -2.187 -3.624 -6.254
H -1.104 -5.855 -6.182
H 0.329 -6.480 -4.261
H 0.727 -4.865 -2.456
H -0.755 -3.939 0.080
H 0.669 -5.149 1.715
H 3.134 -4.701 1.813
H 4.151 -3.049 0.259
H 2.735 -1.864 -1.426
O -1.009 1.306 9.481
Cl -0.071 1.956 8.564
O 0.015 3.417 8.767
O 1.247 1.294 8.747
O -0.490 1.669 7.171
```

Results
**Largest force on an atom**: 2.79 eV/A
**E_HOMO (spin up / spin down)**: -7.3767 / -7.3767 eV
**Charge**: 0
**2S+1**: 3
**E_tot**: -2918.4367 a.u.
**ΔE to the lowest compared entry with this formula, charge and spin**: 1.599 eV



Density functional theory data (ωB97M-V with the def2-TZVPD basis set) for a single C5H6N2O molecule.

```
14
C5H6N2O ωB97M-V with the def2-TZVPD basis set
C 0.501 1.532 0.129
N -0.734 1.469 -0.277
N -1.431 0.218 -0.427
C -1.634 -0.780 0.706
C -0.648 -1.060 -0.318
C 0.777 -0.693 -0.551
O 2.077 -0.736 0.067
C 1.155 0.205 0.546
H 0.930 2.522 0.118
H -1.397 -0.306 1.621
H -2.562 -1.233 0.688
H -1.053 -1.728 -1.086
H 0.838 -0.261 -1.585
H 0.875 -0.143 1.567
```

Results
**Largest force on an atom**: 3.38 eV/A
**E_HOMO**: -9.2532 eV
**Charge**: 0
**SMILES**: C1=NN2C[C@@H]2[C@@H]2O[C@@H]12
**2S+1**: 1
**E_tot**: -378.6395 a.u.
**ΔE to the lowest compared entry with this formula, charge and spin**: 6.299 eV



Density functional theory data (ωB97M-V with the def2-TZVPD basis set) for a single C2H3N2P3 molecule.

```
10
C2H3N2P3 ωB97M-V with the def2-TZVPD basis set
C 0.106 -0.353 0.159
C 0.443 0.771 -0.815
P 1.860 1.724 -0.594
N 2.954 1.050 0.452
P 3.406 -0.460 0.653
N 2.485 -1.394 -0.308
P 1.104 -1.293 -1.058
H 0.471 -0.104 1.162
H -0.903 -0.826 0.020
H -0.141 0.868 -1.742
```

Results
**Largest force on an atom**: 2.09 eV/A
**E_HOMO**: -9.0960 eV
**Charge**: 0
**SMILES**: C1[C@H]2P=NP=NP12
**2S+1**: 1
**E_tot**: -1211.5488 a.u.
**ΔE to the lowest compared entry with this formula, charge and spin**: 0.000 eV



Density functional theory data (ωB97M-V with the def2-TZVPD basis set) for a molecular structure, C4H6S2.

```
12
C4H6S2 ωB97M-V with the def2-TZVPD basis set
C -0.015 1.748 -0.259
C 0.415 0.417 0.390
C 0.439 -1.891 -0.122
C -0.527 -0.707 0.016
H 0.602 2.644 -0.105
H -0.210 1.750 -1.280
H -1.049 1.849 0.286
H 0.345 0.536 1.477
H 0.334 -2.558 0.825
H 0.098 -2.427 -0.993
S 1.741 -0.672 -0.146
S -2.172 -0.690 -0.090
```

Results
**Largest force on an atom**: 3.29 eV/A
**E_HOMO**: -8.9389 eV
**Charge**: 0
**2S+1**: 1
**E_tot**: -952.3220 a.u.
**ΔE to the lowest compared entry with this formula, charge and spin**: 1.290 eV



Density functional theory data (ωB97M-V with the def2-TZVPD basis set) for a molecular structure, C15H13AuN5OS2.

```
37
C15H13AuN5OS2 ωB97M-V with the def2-TZVPD basis set
Au 11.290 6.967 8.182
N 13.960 4.775 10.858
C 13.302 5.561 9.926
S 11.584 5.794 10.113
N 14.110 6.150 9.022
N 13.362 7.017 8.202
C 14.152 7.612 7.327
C 13.787 8.582 6.364
C 14.822 9.143 5.573
C 14.564 10.180 4.743
C 13.308 10.786 4.760
C 12.250 10.280 5.466
C 12.445 9.138 6.239
O 11.374 8.670 6.907
H 13.417 4.342 11.612
H 14.960 4.811 10.880
H 15.190 7.211 7.280
H 15.845 8.720 5.719
H 15.330 10.585 4.087
H 13.121 11.595 4.061
H 11.240 10.705 5.438
N 8.931 4.669 8.509
C 8.422 5.874 8.129
N 9.141 6.899 7.650
C 8.306 7.815 6.970
C 8.586 8.912 6.158
C 7.548 9.530 5.480
C 6.223 9.294 5.796
C 5.890 8.202 6.599
C 6.916 7.470 7.127
S 6.693 6.039 8.060
H 9.927 4.561 8.807
H 8.277 3.971 8.857
H 9.613 9.166 5.961
H 7.754 10.240 4.657
H 5.448 9.882 5.340
H 4.875 7.924 6.800
```

Results
**Largest force on an atom**: 4.13 eV/A
**E_HOMO (spin up / spin down)**: -10.8982 / -11.0763 eV
**Charge**: +1
**2S+1**: 3
**E_tot**: -1860.2144 a.u.



Density functional theory data (ωB97M-V with the def2-TZVPD basis set) for a gas-phase ion, C4H7ClN (charge +1).

```
13
C4H7ClN ωB97M-V with the def2-TZVPD basis set
C -0.049 -1.073 -0.576
N -0.105 -0.285 0.656
C 0.045 1.248 0.402
C -1.248 -0.755 1.360
C -2.155 -1.222 2.008
Cl -3.428 -1.712 2.836
H -0.706 -0.737 -1.306
H 0.934 -1.348 -0.828
H -0.366 -2.051 -0.300
H 0.795 -0.582 1.244
H -0.794 1.527 -0.127
H 0.256 1.769 1.332
H 0.927 1.507 -0.109
```

Results
**Largest force on an atom**: 3.21 eV/A
**E_HOMO**: -14.5249 eV
**Charge**: +1
**SMILES**: C[NH+](C)C#CCl
**2S+1**: 1
**E_tot**: -671.1662 a.u.
**ΔE to the lowest compared entry with this formula, charge and spin**: 3.665 eV



Density functional theory data (ωB97M-V with the def2-TZVPD basis set) for a molecular structure, C17H20NbO4.

```
42
C17H20NbO4 ωB97M-V with the def2-TZVPD basis set
C 6.652 -1.842 0.063
C 5.997 -0.905 -0.337
Nb 4.548 0.679 -1.054
C 3.080 0.178 0.619
C 1.600 0.433 0.297
C 0.995 -0.678 -0.542
H 7.020 -2.735 0.512
H 3.914 -0.545 -2.305
H 3.465 1.966 -1.785
H 5.286 1.956 0.067
H 5.890 1.250 -2.170
H 3.243 -0.872 0.862
H 3.392 0.749 1.492
H 1.047 0.430 1.237
H 1.481 1.396 -0.189
H -0.059 -0.486 -0.726
H 1.076 -1.625 -0.013
H 1.488 -0.780 -1.502
C -3.957 -2.543 -2.458
C -2.731 -2.047 -2.315
C -2.126 -1.176 -3.357
O -1.012 -0.727 -3.226
C -2.946 -0.878 -4.561
C -4.171 -1.376 -4.701
C -4.773 -2.247 -3.660
O -5.892 -2.698 -3.791
H -4.418 -3.177 -1.712
H -2.117 -2.246 -1.446
H -2.486 -0.241 -5.305
H -4.786 -1.174 -5.569
C -1.994 2.096 5.302
C -2.747 1.293 4.557
C -2.370 0.964 3.158
O -3.064 0.234 2.483
C -1.122 1.564 2.626
C -0.368 2.367 3.371
C -0.744 2.698 4.768
O -0.067 3.431 5.455
H -2.248 2.351 6.323
H -3.661 0.843 4.925
H -0.863 1.309 1.606
H 0.547 2.812 3.000
```

Results
**Largest force on an atom**: 2.07 eV/A
**E_HOMO**: -4.5057 eV
**Charge**: -1
**2S+1**: 1
**E_tot**: -1017.3702 a.u.